No. 1
Entry from OMol25: an isolated molecule of C3H6O2 (the ωB97M-V functional and the def2-TZVPD basis).

CARTESIAN COORDINATES (ANGSTROEM)
O -0.891 0.827 -0.340
C -1.014 -0.497 0.222
C 0.479 -0.793 0.073
C 0.628 0.616 -0.517
O 1.060 1.606 0.314
H 0.075 1.661 0.590
H -1.655 -1.109 -0.413
H -1.413 -0.498 1.245
H 0.716 -1.593 -0.628
H 1.027 -0.934 1.007
H 0.988 0.713 -1.554

Cartesian forces (eV/Å) of the 2 atoms listed first:
0.773 -0.769 -1.036
-0.148 -0.480 -0.039

Summary:
SMILES string: O[C@H]1CCO1
spin multiplicity: 1

=====

No. 2
Entry from OMol25: a structure of composition C3H6O2 (the ωB97M-V functional and the def2-TZVPD basis).

CARTESIAN COORDINATES (ANGSTROEM)
O -0.647 -0.809 -0.771
C 0.550 0.003 -0.967
C 0.405 0.787 0.337
C -0.793 -0.097 0.740
O -0.559 -1.205 1.385
H -0.416 -1.557 0.133
H 0.428 0.601 -1.872
H 1.438 -0.627 -1.061
H 0.155 1.842 0.194
H 1.224 0.684 1.051
H -1.782 0.379 0.831

Cartesian forces (eV/Å) of the 2 atoms listed first:
-0.034 -0.170 -0.013
0.150 0.097 -0.112

Summary:
spin multiplicity: 1

=====

No. 3
Entry from OMol25: an isolated molecule of C3H6O2 (the ωB97M-V functional and the def2-TZVPD basis).

CARTESIAN COORDINATES (ANGSTROEM)
C -1.204 0.609 -0.166
C 0.363 0.754 -0.074
C 1.288 -0.355 -0.635
H -0.490 -1.015 0.657
H -1.579 1.144 0.670
H -1.536 0.797 -1.103
H 0.844 1.808 -0.106
H 2.317 0.067 -0.832
H 1.021 -1.425 -1.090
O -1.374 -0.800 0.007
O 0.967 -0.128 0.875

Cartesian forces (eV/Å) of the 2 atoms listed first:
3.918 -2.929 2.423
1.036 0.256 -1.494

Summary:
SMILES string: OC[C@@H]1CO1
spin multiplicity: 1

=====

No. 4
Entry from OMol25: a cluster of 4 separate species, C3H6O2 in total (the ωB97M-V functional and the def2-TZVPD basis).

CARTESIAN COORDINATES (ANGSTROEM)
C 1.882 -0.111 0.067
C -0.473 0.122 -0.052
C -1.844 -0.497 0.032
H 1.914 0.556 0.915
H 2.522 -0.917 0.303
H 2.172 0.372 -0.892
H -2.521 0.264 -1.220
H -1.534 -2.152 -0.015
H -2.372 0.002 1.578
O 0.564 -0.732 -0.111
O -0.261 1.332 -0.008

Cartesian forces (eV/Å) of the 2 atoms listed first:
-1.002 0.224 -1.164
1.045 1.946 0.578

Summary:
spin multiplicity: 1

=====

No. 5
Entry from OMol25: an isolated molecule of C3H6O2 (the ωB97M-V functional and the def2-TZVPD basis).

CARTESIAN COORDINATES (ANGSTROEM)
C 1.121 -0.150 -0.028
C -0.018 1.066 -0.274
C -1.009 -0.872 0.113
H 2.249 0.009 -0.643
H 1.390 -0.257 1.275
H 0.232 1.772 -1.183
H -0.248 1.695 0.658
H -1.926 -1.685 -0.044
H -0.771 -0.674 1.318
O -1.277 0.383 -0.480
O 0.257 -1.287 -0.713

Cartesian forces (eV/Å) of the 2 atoms listed first:
0.699 0.443 -0.745
0.727 0.955 0.331

Summary:
SMILES string: C1COCO1
spin multiplicity: 1

=====

No. 6
Entry from OMol25: an isolated molecule of C3H6O2 (the ωB97M-V functional and the def2-TZVPD basis).

CARTESIAN COORDINATES (ANGSTROEM)
C -0.543 1.832 -0.827
C 0.518 0.720 -0.399
C -0.025 -0.574 0.238
H 0.012 2.521 -1.614
H -0.936 2.612 0.130
H -1.460 1.393 -1.480
H 1.149 0.390 -1.245
H 1.124 0.992 0.431
H 0.795 -2.005 1.412
O 1.083 -1.269 0.777
O -1.131 -0.952 0.260

Cartesian forces (eV/Å) of the 2 atoms listed first:
-0.515 1.442 -0.542
-1.750 -0.451 -0.256

Summary:
SMILES string: CCC(=O)O
spin multiplicity: 1

=====

Number 1: HOMO-LUMO gap 11.417 eV, total energy -268.31718 Ha. Number 2: HOMO-LUMO gap 10.779 eV, total energy -268.28393 Ha. Number 3: HOMO-LUMO gap 11.068 eV, total energy -268.27789 Ha. Number 4: HOMO-LUMO gap 9.583 eV, total energy -268.12386 Ha. Number 5: HOMO-LUMO gap 11.085 eV, total energy -268.22750 Ha. Number 6: HOMO-LUMO gap 11.275 eV, total energy -268.35971 Ha.